1.
# C6H5IrO6

A structure of composition C6H5IrO6 at a distorted geometry (wB97M-V/def2-TZVPD, the Open Molecules 2025 dataset).

Properties
expectation value of S²	8.777
LUMO level (spin up / spin down)	-12.87 / -19.30	eV
total energy	-21380.450	eV
spin multiplicity	6
net charge	+3
frontier orbital gap (spin up / spin down)	6.537 / 6.283	eV
energy relative to the best compared isomer or geometry (same formula, charge and spin)	12.94	kJ/mol
F_max	9.437	eV/A

Each line ends with the Löwdin spin population.
CARTESIAN COORDINATES (ANGSTROEM)
O  -1.94744  -2.52197  -0.03069  0.077
C  -1.19896  -1.65803  -0.15329  0.153
Ir  0.08157  -0.06527  -0.25221  1.884
O  2.09258  -1.40494  1.76638  0.108
C  1.35429  -0.93681  1.01145  0.133
C  1.08035  1.66753  -0.13611  0.161
O  1.65477  2.66479  -0.09156  0.072
C  -1.34186  1.06201  -1.26119  0.398
O  -1.36201  2.17882  -1.69425  0.697
C  0.93366  -0.64511  -1.89085  0.086
O  1.43542  -0.99229  -2.87530  0.031
H  -2.21672  0.31702  -1.32848  0.123
C  -1.08486  -0.05188  2.93946  0.182
O  -1.05648  0.59503  1.64711  0.731
H  -0.11443  0.12206  3.41398  0.063
H  -1.25134  -1.12931  2.81363  0.082
H  -1.88851  0.39284  3.54006  0.004
H  -1.86120  1.13731  1.50844  0.014



2.
# C6H5N

A structure of composition C6H5N at a distorted geometry (wB97M-V/def2-TZVPD, the Open Molecules 2025 dataset).

Properties
LUMO level	0.58	eV
total energy	-7784.562	eV
net charge	0
frontier orbital gap	9.006	eV
energy relative to the best compared isomer or geometry (same formula, charge and spin)	697.90	kJ/mol
F_max	3.965	eV/A

Each line ends with the Mulliken charge.
CARTESIAN COORDINATES (ANGSTROEM)
C  2.13813  1.58497  -0.27318  0.360
C  1.51235  0.58987  -0.54284  -0.667
C  0.73407  -0.59547  -0.87791  -0.297
N  0.52290  -1.64334  0.14277  -0.568
C  -0.60079  -0.80562  -0.22228  0.310
C  -1.40905  0.04322  0.54476  -0.083
C  -2.53053  0.43258  0.88654  -0.648
H  2.69182  2.46941  -0.03429  0.407
H  0.92847  -0.99095  -1.87507  0.305
H  0.94634  -1.37210  1.03407  0.285
H  -1.96617  -0.87683  -0.29670  0.301
H  -2.96753  1.16427  1.51415  0.296



3.
# C6H5N

An isolated molecule of C6H5N at a distorted geometry (wB97M-V/def2-TZVPD, the Open Molecules 2025 dataset).

Properties
LUMO level (spin up / spin down)	0.20 / 0.20	eV
total energy	-7785.282	eV
net charge	0
frontier orbital gap (spin up / spin down)	8.104 / 8.101	eV
SMILES	C1=C2N=C2[C@H]2C[C@@H]12
energy relative to the best compared isomer or geometry (same formula, charge and spin)	628.38	kJ/mol
F_max	5.809	eV/A

Each line ends with the Mulliken charge.
CARTESIAN COORDINATES (ANGSTROEM)
C  1.10305  -1.36595  0.05805  -0.521
C  2.20041  -0.70139  -0.26386  0.343
N  3.17075  0.14912  -0.13846  -0.415
C  2.37720  1.05070  0.24585  -0.216
C  0.62931  0.89331  0.48415  -0.014
C  -0.34146  0.53682  -0.68040  -0.587
C  0.02795  -0.44168  0.48059  -0.236
H  0.80184  -2.43308  0.12615  0.367
H  0.46654  1.81129  1.14276  0.360
H  0.00124  0.29971  -1.72174  0.263
H  -1.18570  1.12347  -0.38428  0.278
H  -0.75470  -0.76910  1.19598  0.379



4.
# C6H5N

An isolated molecule of C6H5N (wB97M-V/def2-TZVPD, the Open Molecules 2025 dataset).

Properties
LUMO level	0.85	eV
total energy	-7787.527	eV
net charge	0
frontier orbital gap	9.712	eV
SMILES	C#C[C@H]1NC1=C=C
energy relative to the best compared isomer or geometry (same formula, charge and spin)	411.74	kJ/mol
F_max	0.996	eV/A

Each line ends with the Mulliken charge.
CARTESIAN COORDINATES (ANGSTROEM)
C  2.24871  1.59945  -0.27855  0.386
C  1.64496  0.59966  -0.56683  -0.635
C  0.87456  -0.57715  -0.88876  -0.377
N  0.67189  -1.65168  0.13087  -0.559
C  -0.34920  -0.73119  -0.12337  0.220
C  -1.31550  -0.09411  0.45157  0.166
C  -2.55281  0.20444  0.71578  -0.719
H  2.80315  2.47566  -0.03018  0.407
H  0.94434  -0.95564  -1.90417  0.324
H  1.10389  -1.43194  1.02491  0.292
H  -3.19020  -0.43814  0.12389  0.237
H  -2.90553  0.96328  1.40891  0.256



5.
# C6H5N

An isolated molecule of C6H5N (wB97M-V/def2-TZVPD, the Open Molecules 2025 dataset).

Properties
LUMO level (spin up / spin down)	-0.49 / -0.72	eV
total energy	-7785.282	eV
net charge	0
frontier orbital gap (spin up / spin down)	7.791 / 7.865	eV
energy relative to the best compared isomer or geometry (same formula, charge and spin)	628.40	kJ/mol
F_max	0.933	eV/A

Each line ends with the Mulliken charge.
CARTESIAN COORDINATES (ANGSTROEM)
C  0.70697  1.39962  -0.05622  -0.513
C  1.46852  0.47429  -0.56570  -0.155
C  1.13815  -0.82069  -0.82510  -0.184
N  0.45523  -1.54418  0.23196  -0.414
C  -0.65766  -0.74865  -0.23717  -0.506
C  -0.71877  0.67764  0.08544  0.598
C  -1.78432  0.79393  0.78551  -0.641
H  0.90402  2.32379  0.47342  0.373
H  1.34482  -1.36172  -1.74138  0.381
H  0.76757  -1.23330  1.14956  0.332
H  -1.43795  -1.26994  -0.77866  0.396
H  -2.35211  1.27953  1.57014  0.333



6.
# C6H5N

An isolated molecule of C6H5N (wB97M-V/def2-TZVPD, the Open Molecules 2025 dataset).

Properties
LUMO level	1.10	eV
total energy	-7788.022	eV
net charge	0
frontier orbital gap	10.497	eV
SMILES	C#C[C@@H]1N[C@@H]1C#C
energy relative to the best compared isomer or geometry (same formula, charge and spin)	364.03	kJ/mol
F_max	0.524	eV/A

Each line ends with the Mulliken charge.
CARTESIAN COORDINATES (ANGSTROEM)
C  0.02095  0.20616  2.29907  0.449
C  0.50687  0.32716  1.20674  -0.780
C  1.08868  0.54603  -0.10156  -0.302
N  0.35957  1.34879  -1.08228  -0.586
C  0.44514  -0.09099  -1.30261  -0.151
C  -0.69592  -0.91504  -0.97707  -0.590
C  -1.59394  -1.46192  -0.39215  0.163
H  -0.40686  0.14169  3.27567  0.400
H  2.16603  0.68985  -0.10371  0.338
H  -0.56105  1.58412  -0.71957  0.315
H  1.06391  -0.36136  -2.15262  0.376
H  -2.35731  -1.92083  0.19236  0.369



7.
# C6H5N

An isolated molecule of C6H5N at a distorted geometry (wB97M-V/def2-TZVPD, the Open Molecules 2025 dataset).

Properties
LUMO level	1.02	eV
total energy	-7787.101	eV
net charge	0
frontier orbital gap	9.900	eV
SMILES	C#C[C@@H]1N[C@@H]1C#C
energy relative to the best compared isomer or geometry (same formula, charge and spin)	452.85	kJ/mol
F_max	1.253	eV/A

Each line ends with the Mulliken charge.
CARTESIAN COORDINATES (ANGSTROEM)
C  -1.06246  -1.28465  1.95811  0.176
C  -0.07647  -0.85490  1.41306  -0.385
C  1.06840  -0.59212  0.58111  -0.462
N  1.57109  0.57770  -0.05567  -0.473
C  0.59170  -0.02467  -0.88386  -0.171
C  -0.62046  0.74588  -1.23945  -0.747
C  -1.52918  1.43697  -1.64568  0.356
H  -1.96009  -1.61409  2.42801  0.385
H  1.91357  -1.26203  0.83840  0.338
H  1.46230  1.51434  0.28490  0.268
H  0.90813  -0.67559  -1.69066  0.307
H  -2.35886  2.03665  -1.98260  0.409



8.
# C6H5N3

A cluster of 2 separate species, C6H5N3 in total at a distorted geometry (wB97M-V/def2-TZVPD, the Open Molecules 2025 dataset).

Properties
LUMO level	0.78	eV
total energy	-10769.120	eV
net charge	0
frontier orbital gap	10.477	eV
SMILES	N#Cn1ccnc1.C#C
energy relative to the best compared isomer or geometry (same formula, charge and spin)	396.22	kJ/mol
F_max	4.018	eV/A

Each line ends with the Mulliken charge.
CARTESIAN COORDINATES (ANGSTROEM)
N  -0.03909  3.05001  0.11306  -0.425
C  0.57787  2.10539  -0.01692  0.565
N  1.25746  1.00653  -0.03748  -0.044
C  0.87526  -0.17351  0.60890  -0.191
C  1.92791  -1.05838  0.36459  -0.538
N  2.92559  -0.43005  -0.32310  -0.570
C  2.51281  0.76599  -0.58316  -0.143
H  -0.00772  -0.26355  1.22287  0.436
H  1.89701  -2.03612  0.67330  0.429
H  2.99842  1.47926  -1.10275  0.472
C  -2.78834  0.64707  0.17708  -0.413
C  -2.53377  -0.08928  -0.72869  -0.206
H  -3.33947  0.77623  1.05944  0.306
H  -2.03290  -0.22345  -1.63949  0.322



9.
# C6H5N3

An isolated molecule of C6H5N3 at a distorted geometry (wB97M-V/def2-TZVPD, the Open Molecules 2025 dataset).

Properties
LUMO level (spin up / spin down)	-1.54 / -0.66	eV
total energy	-10767.461	eV
net charge	0
frontier orbital gap (spin up / spin down)	6.244 / 8.617	eV
energy relative to the best compared isomer or geometry (same formula, charge and spin)	556.31	kJ/mol
F_max	3.742	eV/A

Each line ends with the Mulliken charge.
CARTESIAN COORDINATES (ANGSTROEM)
C  -3.25962  0.34271  -0.17995  0.051
C  2.09645  1.49534  -0.00926  0.351
C  -2.12112  -0.20771  0.29754  0.420
C  0.82414  -0.53262  -0.50561  -0.485
C  0.14164  -0.87235  0.90625  -0.307
C  1.23147  0.81492  -0.81538  -0.568
N  -4.31217  0.78049  -0.42918  -0.444
N  2.91259  2.09652  0.52790  -0.401
N  -1.23465  -0.71586  0.94301  -0.295
H  1.79744  -1.04726  -0.40677  0.308
H  -0.00300  -0.96367  -1.27198  0.356
H  0.16226  -2.00376  1.15222  0.292
H  0.72799  -0.23861  1.60751  0.338
H  1.03659  1.05186  -1.81630  0.382



10.
# C6H5N3O2

An isolated molecule of C6H5N3O2 at a distorted geometry (wB97M-V/def2-TZVPD, the Open Molecules 2025 dataset).

Properties
LUMO level (spin up / spin down)	-1.32 / -1.32	eV
total energy	-14860.057	eV
net charge	0
frontier orbital gap (spin up / spin down)	7.074 / 7.025	eV
energy relative to the best compared isomer or geometry (same formula, charge and spin)	764.54	kJ/mol
F_max	4.357	eV/A

Each line ends with the Mulliken charge.
CARTESIAN COORDINATES (ANGSTROEM)
C  0.34030  1.18208  -0.12220  -0.441
C  0.08908  2.54149  -0.13535  -0.132
C  -0.44618  0.17319  -0.57426  0.799
C  -1.62349  0.39913  -1.32435  -0.026
C  -1.82432  2.50251  -1.43965  0.188
C  -0.27770  -1.29594  -0.27867  -1.384
N  -0.93422  3.03265  -0.67916  -0.422
N  -2.45279  -0.30410  -1.80603  0.516
N  -2.58687  2.80203  -2.32211  0.374
O  -3.33582  2.49783  -3.22252  -0.567
O  -3.34338  -0.70011  -2.54560  -0.589
H  1.14076  0.81621  0.54163  0.242
H  0.52171  3.27487  0.56777  0.381
H  -1.12402  -1.68017  0.26005  0.362
H  -0.05570  -1.96554  -1.22081  0.283
H  0.46794  -1.38813  0.44426  0.416



11.
# C6H5NO

An isolated molecule of C6H5NO at a distorted geometry (wB97M-V/def2-TZVPD, the Open Molecules 2025 dataset).

Properties
LUMO level	0.62	eV
total energy	-9837.681	eV
net charge	0
frontier orbital gap	8.664	eV
SMILES	O=C=CC1=CN=CC1
energy relative to the best compared isomer or geometry (same formula, charge and spin)	147.36	kJ/mol
F_max	5.436	eV/A

Each line ends with the Mulliken charge.
CARTESIAN COORDINATES (ANGSTROEM)
O  1.74548  -2.84334  0.01564  -0.374
C  0.74977  -2.35171  0.35299  0.724
C  -0.32301  -1.67957  0.64169  -1.023
C  -0.42678  -0.21451  0.30339  0.542
C  -1.33480  0.88301  0.40816  -0.344
N  -0.91687  2.02843  -0.20148  -0.562
C  0.26859  1.79817  -0.70493  -0.495
C  0.70237  0.40610  -0.53688  -0.289
H  -1.10843  -1.99689  1.30682  0.351
H  -2.25862  0.76175  1.05600  0.315
H  0.73707  2.63454  -1.21695  0.392
H  0.64235  0.03845  -1.52930  0.380
H  1.52289  0.53558  0.10486  0.385



12.
# C6H5NO

A cluster of 2 separate species, C6H5NO in total at a distorted geometry (wB97M-V/def2-TZVPD, the Open Molecules 2025 dataset).

Properties
LUMO level	-0.52	eV
total energy	-9832.897	eV
net charge	0
frontier orbital gap	8.937	eV
energy relative to the best compared isomer or geometry (same formula, charge and spin)	608.88	kJ/mol
F_max	8.112	eV/A

Each line ends with the Mulliken charge.
CARTESIAN COORDINATES (ANGSTROEM)
C  0.32386  0.49948  1.81974  -0.200
C  -0.23829  0.84536  0.44262  -0.227
C  -0.23232  -0.11311  -0.52749  0.616
C  0.57237  -1.30565  -0.30384  -0.344
C  0.80214  -2.50881  -0.77489  -0.350
C  -0.29693  0.23453  -1.89405  0.085
H  -1.18073  0.58595  3.66926  0.349
H  1.42859  0.76443  2.06138  0.221
H  0.24963  -0.67136  2.11740  0.271
H  -0.71705  1.82777  -0.07289  0.286
H  0.92531  -3.58988  -0.58559  0.319
N  -0.22604  0.68106  -3.01587  -0.446
O  -0.58856  1.30061  2.66862  -0.581